No. 1
18
Properties=species:S:1:pos:R:3:forces:R:3 method="wB97M-V/def2-TZVPD" de_lowest_ev=9.614 largest_force_ev_per_a=6.7 e_homo_ev=-9.60 homo_lumo_gap_ha=0.2257
O -3.814 0.466 0.007 1.22 -4.38 -1.33
C -3.152 -0.672 0.491 6.61 0.60 -0.66
N -1.831 -1.032 0.231 -4.92 1.55 2.57
C -0.955 0.094 0.156 4.01 -0.67 -1.56
C -0.695 0.461 -1.288 0.36 1.72 -0.53
S 3.961 0.108 -0.488 -0.70 0.18 0.27
C 0.550 -0.401 0.624 -0.99 -1.63 -1.46
N 1.448 0.640 1.048 2.44 0.51 -0.19
H -3.475 -1.220 1.301 -2.14 -1.61 1.15
H -3.730 -0.467 -0.721 -1.29 3.45 0.13
H -1.173 0.908 0.779 -0.98 1.18 0.94
H -0.429 -0.476 -1.635 0.45 -1.98 -1.44
H -1.603 0.743 -1.845 0.54 0.51 0.26
H 0.254 1.066 -1.513 -1.72 -0.24 0.51
H 0.471 -1.167 1.418 -0.08 0.57 -0.18
H 1.013 -0.939 -0.265 -0.89 0.42 0.99
H 1.512 1.492 0.525 -1.59 0.92 -0.62
H 2.484 0.461 0.851 -0.34 -1.09 1.13

=====

No. 2
17
Properties=species:S:1:pos:R:3:forces:R:3 method="wB97M-V/def2-TZVPD" charge=+1 de_lowest_ev=3.929 largest_force_ev_per_a=4.5 e_homo_ev="-12.45 / -12.45" homo_lumo_gap_ha="0.2749 / 0.2750"
C 0.239 2.590 1.947 0.00 -0.24 -0.23
C 0.526 1.863 0.864 0.15 1.47 0.32
C 0.470 -0.171 -1.173 -0.78 1.11 3.62
C -0.384 -2.123 -2.381 -0.05 -0.69 -1.01
N 0.411 0.512 0.824 0.88 -2.10 -3.89
N -0.169 -1.236 -1.267 0.08 0.39 0.74
P -0.563 -0.568 1.594 -0.05 -0.49 0.47
H 0.518 3.626 1.990 0.01 0.19 -0.10
H -0.174 2.155 2.842 -0.10 -0.05 0.08
H 1.022 2.307 0.013 0.04 0.10 -0.04
H 1.048 0.382 -1.887 0.20 0.12 -0.37
H 0.177 -3.047 -2.229 0.01 0.10 0.08
H -0.072 -1.660 -3.316 -0.01 0.01 0.13
H -1.443 -2.374 -2.426 0.04 0.10 0.00
H -0.637 -1.521 -0.357 0.05 0.09 -0.09
H 0.373 -0.981 2.547 -0.06 -0.28 0.26
H -1.341 0.247 2.415 -0.42 0.18 0.04

=====

No. 3
17
Properties=species:S:1:pos:R:3:forces:R:3 method="wB97M-V/def2-TZVPD" de_lowest_ev=5.892 largest_force_ev_per_a=5.6 e_homo_ev=-8.59 homo_lumo_gap_ha=0.3299
C 1.997 0.205 1.522 -0.94 -0.80 1.38
C 1.372 0.601 0.138 3.61 -0.66 0.45
C -0.862 -0.107 -0.388 0.52 -1.76 -1.81
C -0.482 -1.184 -1.423 -1.59 -1.06 -0.81
H 1.662 -0.891 1.712 0.01 2.00 0.52
H 1.888 0.995 2.422 -0.21 -2.10 -2.05
H 3.061 0.022 1.378 0.21 0.54 -0.17
H 1.886 -0.209 -0.498 -0.48 1.47 -0.05
H 1.730 1.640 0.042 0.29 -0.48 -0.96
H 0.632 -0.887 -1.957 -3.42 -1.48 1.76
H -0.596 -2.404 -0.577 0.57 3.47 -3.34
H -1.494 -1.052 -2.411 3.38 -1.02 3.10
H -2.991 -0.935 -0.535 3.10 4.21 1.94
H -2.818 2.295 -0.258 0.04 -1.53 1.78
N 0.022 0.641 0.069 -3.45 1.09 1.93
N -2.254 -0.023 -0.067 -0.93 -3.19 -1.86
S -2.754 1.292 0.832 -0.72 1.30 -1.82

=====

No. 4
17
Properties=species:S:1:pos:R:3:forces:R:3 method="wB97M-V/def2-TZVPD" de_lowest_ev=3.188 largest_force_ev_per_a=3.8 e_homo_ev=-9.08 homo_lumo_gap_ha=0.3163
H -4.897 -1.550 1.391 1.32 0.30 2.57
N -5.254 -1.484 0.496 -1.62 -0.81 -2.36
N -4.562 -0.762 -0.239 -0.44 0.29 -0.71
S -3.251 0.197 0.112 -0.15 -0.25 -0.31
H -4.986 -0.789 -1.201 0.92 0.47 0.81
C 1.704 2.310 0.035 0.86 0.62 -0.77
C 2.089 0.899 0.240 0.47 0.85 0.53
C 1.553 -0.115 -0.379 2.45 -2.54 1.40
C 2.115 -1.526 -0.088 -1.28 0.20 -1.07
H 0.963 2.265 -0.837 0.90 1.02 1.39
H 2.691 2.838 -0.198 -1.48 -0.29 -0.33
H 1.397 2.821 0.974 -0.46 -0.40 -0.75
H 2.956 0.707 0.856 0.01 -0.02 0.37
H 0.797 -0.033 -1.081 -1.55 0.18 -1.18
H 1.313 -2.096 0.371 -0.13 -0.36 0.06
H 2.972 -1.630 0.548 0.40 0.70 0.53
H 2.399 -2.054 -1.000 -0.22 0.04 -0.20

=====

No. 5
17
Properties=species:S:1:pos:R:3:forces:R:3 method="wB97M-V/def2-TZVPD" smiles="CN(C=S)CCN" de_lowest_ev=0.421 largest_force_ev_per_a=2.1 e_homo_ev=-8.20 homo_lumo_gap_ha=0.3316
C -1.059 -1.759 0.672 -0.64 -1.05 -1.72
N -0.685 -0.398 0.426 0.50 0.08 0.45
C -1.213 0.323 -0.543 -0.05 -0.60 -0.88
S -0.733 1.777 -1.123 0.04 0.46 -0.01
C 0.443 0.063 1.196 -0.83 0.76 0.89
C 1.741 -0.625 0.920 0.39 -0.13 -0.22
N 1.871 -0.768 -0.515 0.02 -0.27 -0.34
H -0.295 -2.433 0.236 -0.18 0.25 0.47
H -1.270 -2.036 1.706 0.14 0.43 0.03
H -1.960 -1.927 0.054 0.21 -0.20 0.52
H -1.980 -0.238 -1.080 -0.25 0.20 0.19
H 0.561 1.142 0.985 -0.27 -0.49 0.48
H 0.118 -0.186 2.212 0.48 0.76 0.31
H 1.784 -1.605 1.427 0.08 0.26 -0.38
H 2.515 0.020 1.360 0.04 -0.21 0.17
H 1.692 0.103 -1.018 0.12 -0.25 0.29
H 2.782 -1.119 -0.756 0.21 0.01 -0.24

=====

No. 6
17
Properties=species:S:1:pos:R:3:forces:R:3 method="wB97M-V/def2-TZVPD" smiles="[H]/N=[Si](/N)C=C.C=C" de_lowest_ev=2.328 largest_force_ev_per_a=3.0 e_homo_ev=-8.65 homo_lumo_gap_ha=0.3327
H -1.268 -2.711 0.025 1.54 2.40 0.01
N -0.632 -1.827 0.133 -2.89 -0.41 -0.48
Si -1.260 -0.290 0.039 -0.15 -1.54 0.53
N -0.134 0.744 0.681 0.86 1.09 0.76
C -2.928 0.606 -0.394 2.49 -0.97 -0.35
C -3.984 -0.172 -0.336 -1.48 1.81 0.30
H 0.626 0.365 1.218 0.20 -0.63 -0.25
H -0.149 1.713 0.929 -0.62 0.41 -0.45
H -3.069 1.552 -0.900 0.58 0.04 -0.20
H -4.874 0.294 -0.732 -0.59 -0.44 -0.03
H -4.104 -0.928 0.380 0.09 -1.74 0.15
C 4.027 0.402 -0.565 0.11 0.19 0.08
C 3.219 -0.252 0.263 0.43 0.84 -0.44
H 4.203 0.097 -1.578 -0.63 0.06 -0.61
H 4.556 1.305 -0.303 0.63 -0.26 0.55
H 2.438 -0.849 -0.190 0.25 -0.86 0.62
H 3.334 -0.049 1.329 -0.81 0.01 -0.18

=====

No. 7
17
Properties=species:S:1:pos:R:3:forces:R:3 method="wB97M-V/def2-TZVPD" charge=+1 smiles="C=NC(N)=[N+](C)C" de_lowest_ev=2.360 largest_force_ev_per_a=4.5 e_homo_ev=-13.61 homo_lumo_gap_ha=0.3541
C -0.462 2.828 -0.305 1.16 -0.10 3.37
N -0.152 1.633 -0.422 0.02 -1.44 -0.56
C 0.456 0.478 -0.329 0.75 -2.54 1.03
N 1.764 0.391 -0.712 0.82 2.32 -0.71
N -0.135 -0.715 0.114 -1.21 4.11 -0.50
C 0.517 -1.971 0.219 0.15 -1.46 -0.09
C -1.637 -0.720 0.554 3.81 2.18 -0.75
H -0.954 3.286 -1.087 -1.11 1.27 -1.63
H -0.255 3.402 0.669 -0.26 -0.69 -1.44
H 2.392 1.201 -1.050 -2.06 -1.72 0.91
H 2.258 -0.463 -0.590 0.05 -0.41 0.07
H -0.183 -2.711 -0.107 -0.35 -0.53 -1.25
H 0.538 -2.327 1.226 0.87 0.43 1.24
H 1.478 -2.160 -0.280 -0.49 0.45 0.13
H -2.189 -0.578 -0.344 -0.96 -0.07 -0.17
H -1.719 0.010 1.344 -0.43 0.86 -0.28
H -1.717 -1.582 1.099 -0.76 -2.65 0.62

=====

No. 8
17
Properties=species:S:1:pos:R:3:forces:R:3 method="wB97M-V/def2-TZVPD" charge=+1 smiles="C[N@@H+]1C=C[C@H](N)N1" de_lowest_ev=3.352 largest_force_ev_per_a=3.6 e_homo_ev=-14.20 homo_lumo_gap_ha=0.4055
C 1.738 -0.555 0.574 -2.60 -0.35 2.40
N 1.124 0.059 -0.598 -0.73 2.01 -1.54
C 0.624 1.376 -0.184 -1.55 1.48 -0.21
C -0.705 1.473 -0.172 0.38 -1.24 0.53
C -1.295 0.059 -0.450 -0.15 -0.48 -0.19
N -1.699 -0.832 0.703 0.64 0.88 -0.72
N -0.104 -0.645 -1.024 0.50 -0.40 -0.05
H 2.692 -0.231 0.945 0.52 0.28 -0.57
H 0.921 -0.283 1.344 1.62 -0.54 -0.65
H 1.585 -1.606 0.480 0.87 -0.86 -0.12
H 1.675 0.294 -1.475 -0.24 -1.19 1.26
H 1.304 2.183 0.062 0.31 -0.38 -0.26
H -1.251 2.416 0.030 0.31 -1.02 -0.01
H -2.048 0.137 -1.274 0.48 -0.23 0.75
H -2.095 -1.695 0.356 0.16 -0.22 -0.58
H -2.431 -0.537 1.313 -0.42 1.10 0.39
H -0.035 -1.610 -0.629 -0.11 1.15 -0.44

=====

No. 9
17
Properties=species:S:1:pos:R:3:forces:R:3 method="wB97M-V/def2-TZVPD" charge=+1 de_lowest_ev=6.596 largest_force_ev_per_a=5.3 e_homo_ev="-11.65 / -11.86" homo_lumo_gap_ha="0.2578 / 0.2875"
C 0.678 -1.766 0.175 -0.30 2.73 -2.38
C 0.105 -0.583 -1.871 2.51 3.63 -1.87
C 0.934 -2.509 1.367 -2.24 0.00 1.14
C -0.437 2.275 0.729 2.28 -4.30 -1.20
N 0.660 -1.200 -0.873 -0.30 -2.58 4.64
N -1.147 1.060 0.387 -0.33 -0.23 -0.77
N -1.395 0.775 -0.838 0.08 -0.54 1.72
H 0.784 0.128 -2.444 -0.93 -1.02 0.83
H -0.557 -1.110 -2.437 -1.73 -1.56 -1.48
H 1.950 -2.805 1.237 0.56 -1.33 0.72
H 0.045 -3.197 1.507 1.54 -0.53 -0.91
H 0.699 -2.037 2.353 0.90 0.81 -0.94
H 0.561 1.808 1.084 -0.97 1.45 -0.76
H -0.426 2.890 -0.119 0.48 1.64 -0.63
H -0.926 2.517 1.585 -1.24 1.84 2.37
H -1.401 1.299 -1.712 0.33 0.77 0.43
H -2.007 -0.005 -0.793 -0.64 -0.78 -0.91

=====

No. 10
17
Properties=species:S:1:pos:R:3:forces:R:3 method="wB97M-V/def2-TZVPD" charge=+1 de_lowest_ev=5.567 largest_force_ev_per_a=4.7 e_homo_ev=-13.54 homo_lumo_gap_ha=0.2974
C 0.362 -1.197 -0.629 2.13 -2.86 0.39
C 1.684 -1.040 -0.346 -2.10 1.61 -0.85
C -0.541 -0.295 0.159 -0.51 0.91 0.26
C -1.316 0.571 -0.775 2.70 1.94 -2.81
N 0.453 0.494 0.918 0.18 2.20 0.36
N -1.473 -0.900 1.038 -0.02 -2.90 0.85
N 1.740 0.257 0.449 3.95 2.52 -0.32
H 0.082 -2.123 -1.242 -0.07 1.78 0.90
H 2.548 -1.459 -0.901 -0.48 0.50 1.02
H -0.582 1.323 -1.322 -1.48 -0.89 1.33
H -2.238 1.011 -0.496 -0.55 0.53 0.90
H -1.522 -0.040 -1.608 -0.85 -0.92 -1.06
H 0.266 1.547 0.976 0.26 -2.11 -0.15
H -1.243 -1.906 1.311 -0.41 2.24 -0.08
H -1.809 -0.309 1.811 0.39 -0.62 -0.67
H 2.387 0.393 1.311 -0.94 -1.01 -2.04
H 2.450 1.346 -0.403 -2.19 -2.95 1.97

=====

No. 11
17
Properties=species:S:1:pos:R:3:forces:R:3 method="wB97M-V/def2-TZVPD" charge=+1 de_lowest_ev=6.192 largest_force_ev_per_a=3.6 e_homo_ev="-11.50 / -10.68" homo_lumo_gap_ha="0.2838 / 0.2295"
C -0.371 0.563 0.259 2.54 1.09 0.33
C 2.039 -0.004 -0.112 -3.43 -0.09 -1.20
C -2.600 0.110 -0.599 -0.56 -1.48 2.64
C 2.714 -1.033 0.606 0.03 0.86 1.33
N -1.470 -0.138 0.100 -0.80 -2.70 -0.07
N -3.787 -0.346 -0.141 0.52 -0.02 -0.58
N 2.529 1.118 -0.471 -1.46 0.55 0.07
H -0.359 1.412 -0.408 -0.06 0.53 -0.39
H -2.751 0.823 -1.347 0.86 1.14 -1.17
H 2.686 -0.592 1.632 -0.31 -0.92 -0.15
H 3.741 -0.993 0.382 1.61 -0.43 -0.45
H 2.285 -2.016 0.500 -0.11 -0.15 0.29
H -1.433 -1.046 0.631 -0.70 1.17 -0.52
H -4.481 -0.218 -0.852 -0.87 -0.22 0.32
H -3.989 -0.949 0.659 0.43 0.31 -0.57
H 1.882 1.854 -0.745 0.24 -0.23 -0.29
H 3.364 1.456 -0.093 2.04 0.60 0.43

=====

No. 12
18
Properties=species:S:1:pos:R:3:forces:R:3 method="wB97M-V/def2-TZVPD" charge=+1 smiles="C[C@H]1N=C(N)O[C@@H]1[NH3+]" de_lowest_ev=1.066 largest_force_ev_per_a=6.3 e_homo_ev=-12.95 homo_lumo_gap_ha=0.3404
C 1.121 -1.568 0.866 -1.68 0.59 0.05
C 0.724 -0.778 -0.394 2.44 1.51 -0.02
N -0.551 -1.121 -0.840 -2.46 0.77 0.50
C -1.406 -0.345 -0.245 6.13 -0.85 -1.10
N -2.669 -0.336 -0.369 -3.58 1.03 0.63
O -0.774 0.683 0.514 -3.89 0.22 0.11
C 0.524 0.700 0.252 1.44 -0.60 0.18
N 0.808 2.038 -0.520 -1.00 -1.49 -1.70
H 2.180 -1.449 1.092 -0.08 -0.47 0.05
H 0.721 -2.589 0.662 0.82 0.58 0.74
H 0.504 -1.025 1.674 0.95 -1.63 -0.66
H 1.467 -0.860 -1.230 -0.43 0.25 0.82
H -3.090 -1.130 -0.759 -0.42 -1.21 -0.75
H -3.252 0.126 0.293 -0.16 0.56 0.36
H 0.996 0.831 1.217 0.88 0.07 -0.16
H 0.082 2.019 -1.328 1.18 1.06 1.90
H 1.690 1.951 -0.989 0.88 -0.16 -0.41
H 0.924 2.854 0.103 -1.03 -0.22 -0.52